Entry from the Open Molecules 2025 dataset: a cluster of 4 separate species, C24H20N4O8 in total (the ωB97M-V functional and the def2-TZVPD basis).

Summary:
E_LUMO   -1.0 eV
HOMO   -9.71 eV
Electronic energy   -1747.06306 Eh
HOMO-LUMO gap   8.66 eV
SMILES   O=[N+]([O-])c1ccccc1.O=[N+]([O-])c1ccccc1.O=[N+]([O-])c1ccccc1.O=[N+]([O-])c1ccccc1

Each line ends with the Löwdin charge.
Cartesian coordinates (Å):
O 3.855 4.792 1.336  0.083
O -3.870 2.370 -1.175  0.010
O -4.522 -1.880 -1.772  0.066
O 1.815 -1.970 3.779  0.082
O -3.901 -3.812 -2.610  0.084
O 1.429 -3.080 2.061  0.066
O -4.809 0.508 -0.542  0.062
O 2.515 3.275 0.546  0.032
N 3.444 4.103 0.421  -0.322
N -4.474 -3.113 -1.807  -0.342
N 2.052 -2.197 2.627  -0.366
N -3.856 1.248 -0.527  -0.296
C 4.846 4.901 -3.558  -0.078
C -2.684 -0.358 0.957  -0.003
C 3.503 3.623 -2.054  0.005
C -0.328 1.280 0.801  -0.013
C -1.615 -0.623 1.779  -0.079
C 4.329 -0.962 -0.098  -0.037
C 2.964 -1.335 1.846  -0.155
C -0.480 0.125 1.667  -0.056
C -6.334 -5.917 -0.137  -0.056
C -6.935 -5.263 0.976  -0.067
C -1.447 1.560 0.030  -0.004
C 3.487 -0.159 2.331  0.006
C -6.655 -3.930 1.173  -0.091
C -5.237 -3.857 -0.801  -0.120
C 5.380 5.578 -2.480  -0.072
C 4.667 0.313 0.356  -0.100
C -2.613 0.759 0.126  -0.121
C -5.817 -3.219 0.336  0.008
C 4.957 5.329 -1.164  -0.004
C 3.371 -1.762 0.591  0.012
C 3.925 3.862 -3.381  -0.046
C -5.466 -5.234 -0.999  -0.001
C 3.991 4.361 -0.940  -0.130
C 4.267 0.721 1.559  -0.090
H 4.635 -1.426 -1.024  0.102
H -7.031 -3.515 2.097  0.107
H -1.634 -1.464 2.457  0.116
H 3.088 -2.676 0.090  0.118
H 0.496 1.969 0.919  0.080
H 4.636 1.680 1.891  0.111
H 3.431 3.367 -4.204  0.107
H 3.208 0.316 3.260  0.123
H 5.428 0.948 -0.074  0.112
H 5.496 5.763 -0.335  0.117
H -5.106 -5.755 -1.874  0.113
H 2.702 2.901 -1.993  0.111
H 0.306 -0.169 2.347  0.082
H -1.566 2.453 -0.566  0.109
H -7.499 -5.824 1.706  0.104
H -3.531 -1.028 0.982  0.103
H -6.539 -6.970 -0.259  0.099
H -5.679 -2.155 0.457  0.103
H 6.187 6.280 -2.631  0.107
H 5.215 5.269 -4.504  0.106


Entry from the Open Molecules 2025 dataset: a structure of composition C24H21AuBF4N4O2S (the ωB97M-V functional and the def2-TZVPD basis).

Summary:
Multiplicity   3
Total charge   +1
E_LUMO (spin up / spin down)   -4.1 / -5.9 eV
HOMO (spin up / spin down)   -11.15 / -11.62 eV
Electronic energy   -2254.78288 Eh
<S²>   2.09
HOMO-LUMO gap (spin up / spin down)   7.09 / 5.72 eV

Each line ends with the Löwdin spin population.
Cartesian coordinates (Å):
Au -0.200 -1.050 -0.233  0.545
S -0.155 -1.018 -2.558  0.060
F 2.110 0.599 -0.660  0.005
F 2.724 2.395 0.604  0.001
F 0.475 1.951 0.105  0.005
F 1.627 0.574 1.548  0.013
O 1.678 -2.012 0.306  0.213
O -2.507 -0.176 -0.081  0.115
N -0.087 1.753 -2.622  0.001
N 0.144 -1.335 2.761  -0.053
N -0.591 0.573 -4.513  0.003
N -0.645 -1.076 1.763  0.331
C 2.344 -1.617 6.330  -0.013
C 1.419 -1.623 2.659  0.182
C 0.627 2.267 -5.848  0.000
C 0.651 3.134 -6.958  0.000
C -3.483 0.308 -1.017  0.006
C -4.613 -0.409 2.943  0.112
C 2.212 -1.917 1.387  0.053
C -1.693 1.809 -6.290  0.000
C 1.611 -1.435 5.173  0.064
C 3.637 -2.097 6.311  0.062
C -1.690 2.646 -7.363  0.000
C 3.549 -2.095 3.919  0.040
C 3.668 -2.130 1.498  0.032
C 4.287 -2.231 5.118  -0.004
C 4.270 -2.180 2.696  -0.005
C -0.557 1.579 -5.548  0.001
C -0.265 0.604 -3.223  0.012
C -2.371 -1.095 3.444  0.078
C -0.524 3.328 -7.694  0.000
C -3.659 -0.828 3.867  -0.001
C -2.925 -0.389 1.170  0.096
C 2.177 -1.735 3.899  -0.006
C -1.950 -0.878 2.112  0.042
C -4.228 -0.168 1.639  -0.011
B 1.781 1.411 0.429  0.004
H -2.556 1.269 -6.012  0.000
H 5.358 -2.558 5.049  -0.001
H 5.357 -2.309 2.734  0.000
H -0.840 -0.353 -4.826  0.001
H 4.214 -2.161 0.565  0.001
H -3.889 1.267 -0.662  0.001
H -3.862 -0.975 4.909  -0.002
H -4.165 -0.494 -1.226  0.001
H -0.507 3.953 -8.510  0.000
H -1.687 -1.471 4.140  0.004
H -2.579 2.917 -7.919  0.000
H -4.944 0.229 0.943  -0.003
H 4.166 -2.326 7.216  0.003
H -5.614 -0.331 3.274  0.006
H -2.872 0.472 -1.897  0.001
H 0.160 1.812 -1.631  0.001
H 1.843 -1.523 7.304  -0.002
H 1.604 3.575 -7.253  0.000
H 1.540 2.119 -5.296  0.000
H -0.124 2.584 -3.149  0.000
H 0.550 -1.131 5.177  0.003


Entry from the Open Molecules 2025 dataset: a structure of composition C24H21BClCsN10O6 (the ωB97M-V functional and the def2-TZVPD basis).

Summary:
Multiplicity   2
Total charge   -1
E_LUMO (spin up / spin down)   1.8 / 1.8 eV
HOMO (spin up / spin down)   -3.17 / -3.17 eV
Electronic energy   -2431.35377 Eh
<S²>   0.75
HOMO-LUMO gap (spin up / spin down)   4.95 / 4.95 eV

Each line ends with the Löwdin spin population.
Cartesian coordinates (Å):
Cs 0.247 0.854 -1.263  0.012
Cl -1.499 -1.182 0.246  0.000
O -3.718 3.297 -5.577  -0.002
O 0.167 2.606 -2.916  -0.002
O -4.014 0.814 -3.933  -0.003
O -2.100 1.191 -1.712  0.003
O -0.882 4.088 -5.256  0.000
O 1.210 0.785 -3.648  0.368
N 0.610 0.934 5.471  0.000
N -1.791 0.693 2.108  0.000
N 1.147 2.433 1.150  0.001
N 0.892 -0.804 2.925  0.000
N 1.599 1.362 1.848  0.001
N 1.209 1.309 4.317  0.000
N 2.239 0.620 -3.227  0.620
N 0.079 -2.006 -2.682  0.000
N -0.745 1.248 2.776  0.000
N 1.335 -1.435 1.803  0.000
C -1.006 2.554 -3.394  0.002
C 0.757 -2.956 3.376  0.000
C -0.143 -4.259 -4.331  0.000
C 1.093 -2.856 -2.833  0.001
C -2.228 2.843 2.271  0.000
C 2.140 2.800 0.360  0.000
C 2.877 1.069 1.497  0.000
C 0.546 -1.702 3.888  0.000
C -1.015 2.545 2.878  0.000
C -1.984 -0.722 1.867  0.000
C -1.048 -2.266 -3.351  0.000
C -1.199 -3.369 -4.176  0.000
C 1.030 -3.983 -3.638  0.000
C 1.153 1.692 6.411  0.000
C -2.074 1.763 -2.848  0.000
C -1.492 3.274 -4.581  0.000
C 2.109 2.579 5.875  0.000
C -2.676 1.639 1.786  0.000
C -3.135 1.664 -3.868  -0.001
C 3.268 1.972 0.538  0.000
C 2.110 2.299 4.530  0.000
C -2.909 2.815 -4.813  -0.001
C -0.274 -5.473 -5.211  0.000
C 1.250 -2.724 2.070  0.000
B 0.772 0.719 2.965  0.000
H -1.430 -1.315 2.581  0.000
H 2.709 3.310 6.394  0.000
H -3.046 -0.921 1.943  0.000
H 2.003 -2.618 -2.288  0.001
H 3.400 0.243 1.951  0.000
H -3.561 1.379 1.225  0.000
H 0.675 -5.999 -5.305  0.000
H 2.676 2.728 3.717  0.000
H -1.861 -1.551 -3.226  0.000
H 4.221 2.033 0.039  0.000
H 0.591 -3.901 3.867  0.000
H 1.890 -4.637 -3.729  0.000
H -2.695 3.806 2.172  0.000
H 2.010 3.637 -0.312  0.000
H 0.197 -1.364 4.852  0.000
H 0.839 1.577 7.438  0.000
H -2.135 -3.523 -4.700  0.000
H 1.546 -3.443 1.320  0.000
H -0.311 3.195 3.370  0.000
H -0.616 -5.195 -6.209  0.000
H -1.009 -6.168 -4.797  0.000


Entry from the Open Molecules 2025 dataset: a structure of composition C24H21ClN2PRh (the ωB97M-V functional and the def2-TZVPD basis).

Summary:
Multiplicity   5
Total charge   +2
E_LUMO (spin up / spin down)   -6.5 / -11.3 eV
HOMO (spin up / spin down)   -12.78 / -14.60 eV
Electronic energy   -1947.94722 Eh
<S²>   6.03
HOMO-LUMO gap (spin up / spin down)   6.25 / 3.28 eV

Each line ends with the Löwdin spin population.
Cartesian coordinates (Å):
Rh 0.162 -0.039 1.472  1.894
Cl 2.423 -0.474 1.726  0.586
P -0.040 -0.005 -0.710  0.164
N -0.058 0.010 8.968  -0.002
N -0.028 -0.006 3.571  0.142
C -0.515 3.926 -1.767  0.038
C -2.540 -3.344 -2.700  0.000
C -0.985 -1.352 -1.519  0.017
C -1.900 1.538 -2.224  0.052
C 1.605 -0.193 -1.545  0.071
C 2.309 -1.390 -1.308  0.051
C -2.360 -3.329 -1.320  0.001
C -0.055 -1.200 5.609  0.008
C -1.137 -1.391 -2.916  0.005
C 0.056 -0.008 6.323  -0.003
C -0.052 -1.174 4.214  0.015
C -1.661 3.921 -2.564  0.244
C -0.051 2.734 -1.203  0.097
C -0.723 1.523 -1.455  0.245
C -0.004 0.003 7.796  0.000
C 2.213 0.809 -2.297  0.022
C 3.582 -1.568 -1.843  0.011
C -1.926 -2.386 -3.502  0.003
C -2.345 2.732 -2.789  0.082
C 3.488 0.620 -2.830  0.032
C 0.181 1.145 4.203  0.017
C 4.177 -0.573 -2.610  0.035
C -1.573 -2.339 -0.719  0.008
C 0.186 1.182 5.602  0.008
H 0.001 -2.049 3.575  0.005
H -3.240 2.707 -3.412  0.001
H -1.430 -2.310 0.361  0.006
H -1.449 -0.176 1.451  0.053
H -0.676 -0.627 -3.540  0.001
H -2.074 -2.374 -4.582  0.000
H 1.899 -2.147 -0.646  0.002
H 0.044 4.845 -1.595  -0.001
H 0.395 1.995 3.564  0.006
H -3.171 -4.108 -3.162  0.000
H 3.922 1.415 -3.427  0.002
H 0.245 2.141 6.092  0.001
H -2.023 4.852 -3.005  0.009
H 4.110 -2.500 -1.624  0.000
H -2.465 0.626 -2.405  0.000
H 5.170 -0.722 -3.041  0.001
H -0.183 -2.155 6.105  0.001
H -1.225 0.790 1.411  0.065
H 1.710 1.756 -2.495  0.003
H -2.845 -4.075 -0.693  0.000
H 0.857 2.743 -0.595  0.002


Entry from the Open Molecules 2025 dataset: a structure of composition C24H21ClNO4Pb (the ωB97M-V functional and the def2-TZVPD basis).

Summary:
Total charge   +1
E_LUMO   -4.1 eV
HOMO   -11.09 eV
Electronic energy   -1935.71136 Eh
HOMO-LUMO gap   6.97 eV

Each line ends with the Löwdin charge.
Cartesian coordinates (Å):
Pb 0.926 0.495 0.010  1.590
Cl 4.356 -4.837 -3.031  0.708
O 1.022 0.039 2.289  -0.084
O -1.000 1.326 0.555  -0.083
O 0.164 2.613 -0.786  -0.045
O 0.066 -1.430 0.059  -0.213
N 0.711 -0.047 -2.451  0.160
C -3.057 3.210 0.801  -0.006
C -0.757 -1.545 2.356  -0.095
C -1.731 -2.812 0.522  0.001
C 0.261 -0.450 4.442  0.007
C 3.574 -3.491 -0.828  -0.076
C -2.893 5.523 -0.744  -0.058
C -4.066 4.155 0.861  -0.058
C -1.876 4.588 -0.804  -0.006
C -2.633 -3.053 2.744  -0.069
C 0.144 0.123 -4.977  -0.018
C -3.983 5.306 0.089  -0.057
C 3.157 0.148 0.031  -0.118
C 0.201 -0.629 2.952  -0.333
C 3.298 -2.335 -0.124  -0.025
C 4.182 -2.161 -2.755  -0.089
C 0.467 0.029 -3.566  -0.161
C -1.961 3.430 -0.032  -0.147
C 4.011 -3.394 -2.143  -0.653
C 3.899 -1.011 -2.042  -0.044
C -0.776 -1.883 0.973  -0.311
C 3.457 -1.085 -0.722  -0.336
C -1.703 -2.161 3.207  -0.025
C -2.639 -3.377 1.384  -0.049
C -0.880 2.438 -0.109  -0.554
H -1.727 -3.059 -0.530  0.122
H -3.367 -4.080 1.000  0.115
H -1.694 -1.918 4.260  0.108
H -0.934 0.220 -5.091  0.101
H 2.946 -2.402 0.899  0.126
H 4.540 -2.113 -3.774  0.111
H 3.455 -4.463 -0.372  0.115
H 3.600 1.055 -0.367  0.078
H -4.919 3.996 1.507  0.111
H -4.776 6.041 0.135  0.112
H 0.637 0.994 -5.406  0.099
H 3.267 0.082 1.110  0.068
H 1.052 0.255 4.677  0.093
H -3.347 -3.503 3.419  0.109
H -1.011 4.740 -1.435  0.121
H -3.109 2.304 1.388  0.120
H 0.456 -1.401 4.939  0.104
H 0.483 -0.777 -5.487  0.100
H -0.688 -0.071 4.821  0.100
H 4.031 -0.043 -2.511  0.122
H -2.838 6.423 -1.342  0.111


Entry from the Open Molecules 2025 dataset: a structure of composition C24H21F3LuN3PS (the ωB97M-V functional and the def2-TZVPD basis).

Summary:
Total charge   +1
E_LUMO   -2.9 eV
HOMO   -11.11 eV
Electronic energy   -3365.95751 Eh
HOMO-LUMO gap   8.18 eV

Each line ends with the Löwdin charge.
Cartesian coordinates (Å):
Lu 0.225 -0.206 -1.845  1.415
S -1.955 0.928 -2.875  0.636
P 0.862 -0.369 1.076  0.988
F -4.830 0.988 -0.950  0.120
F -5.205 0.660 -3.096  0.108
F -6.130 -0.674 -1.619  0.081
N -1.447 -1.562 -2.173  -0.166
N 2.502 0.164 0.968  -0.109
N 2.654 -0.245 -1.322  -0.026
C 0.623 -0.569 2.844  -0.391
C -1.410 1.222 1.223  -0.078
C 5.301 0.697 -1.328  -0.023
C 0.640 0.282 5.121  -0.046
C 3.215 0.189 -0.197  -0.423
C 4.528 0.692 -0.174  -0.012
C 0.310 -0.975 5.595  -0.069
C -3.767 -0.931 -1.918  -0.100
C -0.077 1.173 0.726  -0.461
C -4.023 -2.216 -1.427  0.041
C 0.248 -2.049 4.729  -0.079
C -1.514 3.544 0.477  -0.045
C -2.968 -3.133 -1.249  -0.044
C 0.495 2.227 0.005  -0.144
C 4.731 0.154 -2.511  -0.037
C 0.380 -1.859 3.376  -0.093
C -1.725 -2.825 -1.695  -0.099
C 0.784 0.506 3.720  -0.071
C 3.489 -0.401 -2.381  -0.148
C 0.919 -0.494 -4.015  -0.341
C -0.216 3.434 -0.032  -0.056
C -2.432 -0.639 -2.348  -0.718
C -4.948 0.022 -1.901  -0.496
C -2.117 2.445 1.111  -0.039
H 6.310 1.112 -1.291  0.122
H 0.924 1.502 3.334  0.106
H 0.010 -3.033 5.134  0.119
H 1.483 2.186 -0.416  0.091
H 0.296 -2.687 2.662  0.104
H 1.324 -1.464 -4.295  -0.026
H -1.875 0.314 1.638  0.120
H 2.985 0.568 1.747  0.110
H 0.672 1.125 5.811  0.113
H -2.077 4.465 0.415  0.115
H 0.223 4.297 -0.507  0.113
H 3.078 -1.013 -3.167  0.078
H 1.509 0.308 -4.494  -0.005
H -0.849 -3.459 -1.645  0.120
H -0.122 -0.443 -4.354  -0.072
H -3.152 -4.097 -0.776  0.119
H 4.967 1.058 0.764  0.123
H 5.250 0.161 -3.464  0.117
H -3.137 2.511 1.490  0.117
H 0.070 -1.139 6.638  0.116
H -5.030 -2.452 -1.140  0.125